ORCA calculation (ωB97M-V/def2-TZVPD) on a gas-phase ion, C5H7BF2N5O3 (charge +1) at a distorted geometry.

Charge   +1
2S+1   1
E_tot   -24985.208 eV
Max |F|   0.208 hartree/bohr
Frontier orbital gap   8.66 eV
Lowest unoccupied orbital energy   -6.453 eV

XYZ file:
```
23
Properties=species:S:1:pos:R:3:lowdin_charge:R:1
C 2.76 -0.19 0.77 -0.146
C 1.97 1.03 0.02 -0.144
B 0.93 0.51 -1.18 -0.336
O 0.90 1.25 -2.47 0.062
N 0.04 -0.67 -0.81 0.122
C 0.57 -2.11 -0.98 0.158
N -0.63 -2.92 -0.52 0.128
N -1.58 -1.98 -0.18 0.124
N -1.26 -0.61 -0.31 -0.050
N -2.10 0.46 -0.06 0.131
C -3.49 -0.10 0.34 -0.117
O -3.99 0.16 1.58 0.107
F -4.37 -0.87 -0.57 0.061
C -1.68 1.22 1.22 -0.149
O -1.07 0.65 2.27 0.108
F -1.93 2.70 1.24 0.048
H 2.08 -1.08 1.13 0.074
H 3.66 -0.55 0.08 0.103
H 3.29 0.23 1.76 0.107
H 2.78 1.79 -0.38 0.132
H 1.36 1.61 0.87 0.127
H 0.13 1.92 -2.42 0.148
H 1.63 -2.46 -1.39 0.202
```